# 1
61
Properties=species:S:1:pos:R:3:lowdin_charge:R:1 method="wB97M-V/def2-TZVPD" orbital_gap_ha=0.2668 relative_energy_kcal_mol=1.6 total_charge=+2 spin_multiplicity=1 lumo_ev=-6.94 e_tot_ha=-2909.035799
Zr -0.59 0.29 0.46 1.467
C 3.57 0.17 -0.02 -0.050
C 2.57 1.26 -0.35 -0.210
N 1.27 0.83 -1.00 -0.245
C 1.50 -0.26 -2.00 -0.246
C 2.33 0.12 -3.22 -0.044
C 0.74 2.04 -1.69 -0.200
C -0.60 1.74 -2.31 -0.189
N -1.41 1.06 -1.29 -0.172
C -2.81 1.21 -1.43 -0.182
C -3.58 1.19 -0.29 -0.182
F -2.86 0.99 0.88 -0.141
C -4.94 1.32 -0.25 -0.210
F -5.57 1.24 0.93 0.123
C -5.63 1.50 -1.43 0.115
C -4.90 1.52 -2.60 -0.189
F -5.52 1.67 -3.76 0.146
C -3.52 1.37 -2.62 -0.135
F -2.89 1.36 -3.80 0.124
H 4.35 0.61 0.60 0.101
H 4.06 -0.23 -0.91 0.084
H 3.14 -0.66 0.53 0.052
H 3.04 1.97 -1.04 0.127
H 2.30 1.83 0.54 0.089
H 0.52 -0.63 -2.33 0.101
H 1.99 -1.08 -1.47 0.096
H 1.80 0.78 -3.90 0.082
H 2.57 -0.79 -3.77 0.098
H 3.27 0.60 -2.95 0.085
H 1.46 2.36 -2.45 0.129
H 0.66 2.83 -0.95 0.095
H -0.51 1.14 -3.21 0.119
H -1.07 2.68 -2.60 0.145
H -6.71 1.60 -1.45 0.156
C 2.38 -1.42 3.58 0.008
C 1.53 -1.10 2.40 -0.304
N 1.06 0.07 2.13 -0.127
N 1.45 1.07 2.98 0.011
C 0.81 2.20 2.79 -0.791
N 1.13 3.24 3.56 0.126
S -0.44 2.48 1.60 0.706
C 1.19 -2.17 1.43 -0.239
C 1.74 -3.44 1.52 0.035
C 1.43 -4.38 0.56 0.016
C 0.59 -4.04 -0.48 -0.001
C 0.07 -2.76 -0.51 -0.160
N 0.36 -1.83 0.42 -0.057
H 2.40 -0.59 4.27 0.081
H 2.02 -2.32 4.08 0.102
H 3.41 -1.62 3.25 0.113
H 1.82 3.14 4.28 0.128
H 0.65 4.12 3.47 0.106
H 2.40 -3.68 2.34 0.126
H 1.85 -5.38 0.62 0.135
H 0.33 -4.74 -1.26 0.131
H -0.59 -2.45 -1.31 0.103
Cl -1.82 -0.98 2.76 0.656
C -3.28 -1.65 1.96 -0.824
Cl -2.94 -1.86 0.23 0.681
H -4.08 -0.94 2.08 0.044
H -3.49 -2.61 2.41 0.056



# 2
115
Properties=species:S:1:pos:R:3:lowdin_charge:R:1 method="wB97M-V/def2-TZVPD" orbital_gap_ha=0.3598 relative_energy_kcal_mol=0.0 spin_multiplicity=1 lumo_ev=0.63 e_tot_ha=-2313.318140 smiles=COCCOCCOC.COCCOCCOC.COCCOCCOC.COCCOCCOC.COCCOCCOC
C 3.41 -3.82 -0.78 -0.085
O 3.39 -2.53 -0.18 -0.194
C 3.53 -2.49 1.22 -0.207
C 2.27 -2.75 2.01 -0.202
O 1.83 -4.08 1.88 -0.127
C 0.69 -4.34 2.64 -0.221
C 0.25 -5.76 2.40 -0.205
O 1.24 -6.71 2.74 -0.181
C 1.39 -6.97 4.11 -0.108
H 3.41 -3.68 -1.86 0.078
H 2.50 -4.36 -0.51 0.080
H 4.29 -4.37 -0.44 0.092
H 3.87 -1.48 1.48 0.126
H 4.33 -3.18 1.53 0.132
H 1.48 -2.02 1.80 0.117
H 2.54 -2.56 3.06 0.134
H -0.13 -3.67 2.34 0.127
H 0.84 -4.14 3.71 0.129
H 0.01 -5.93 1.35 0.129
H -0.65 -5.97 3.00 0.125
H 0.43 -6.97 4.65 0.088
H 2.02 -6.21 4.58 0.086
H 1.91 -7.92 4.16 0.089
C -2.57 2.43 1.83 -0.127
O -3.05 2.53 3.14 -0.165
C -4.25 3.25 3.20 -0.217
C -4.75 3.23 4.63 -0.203
O -5.96 3.95 4.68 -0.144
C -6.57 3.87 5.94 -0.215
C -7.75 4.79 5.99 -0.223
O -8.80 4.42 5.13 -0.168
C -8.73 4.99 3.84 -0.104
H -3.16 1.80 1.15 0.086
H -1.57 1.99 1.82 0.066
H -2.36 3.39 1.33 0.098
H -5.03 2.82 2.56 0.133
H -4.11 4.29 2.88 0.133
H -4.06 3.65 5.37 0.133
H -4.86 2.17 4.93 0.134
H -5.86 4.26 6.69 0.131
H -6.81 2.84 6.24 0.134
H -7.38 5.81 5.83 0.130
H -8.16 4.85 7.00 0.127
H -7.84 4.69 3.29 0.078
H -8.82 6.08 3.90 0.088
H -9.58 4.62 3.26 0.086
C -3.43 -3.87 -8.15 -0.118
O -2.61 -3.19 -7.23 -0.183
C -1.45 -3.94 -6.91 -0.211
C -0.31 -3.65 -7.89 -0.185
O 0.95 -3.55 -7.28 -0.154
C 1.33 -4.74 -6.59 -0.200
C 2.82 -4.78 -6.35 -0.214
O 3.27 -3.98 -5.29 -0.183
C 3.29 -2.60 -5.60 -0.107
H -2.92 -4.22 -9.06 0.089
H -4.20 -3.18 -8.47 0.089
H -3.84 -4.78 -7.69 0.089
H -1.71 -4.99 -6.72 0.127
H -1.11 -3.60 -5.92 0.111
H -0.56 -2.67 -8.30 0.135
H -0.26 -4.38 -8.70 0.125
H 1.08 -5.58 -7.25 0.133
H 0.84 -4.84 -5.62 0.128
H 3.40 -4.59 -7.26 0.134
H 3.02 -5.81 -6.03 0.130
H 3.99 -2.41 -6.42 0.092
H 3.59 -2.02 -4.72 0.084
H 2.30 -2.23 -5.87 0.079
C 0.37 -2.69 -3.08 -0.099
O -0.48 -1.89 -2.30 -0.190
C -0.12 -1.94 -0.94 -0.212
C -0.85 -0.95 -0.07 -0.159
O -0.41 0.40 -0.19 -0.153
C -0.24 0.97 -1.47 -0.173
C -1.52 0.97 -2.28 -0.212
O -2.49 1.72 -1.58 -0.198
C -3.63 2.01 -2.35 -0.112
H 0.39 -3.71 -2.66 0.096
H 1.43 -2.41 -3.05 0.086
H 0.02 -2.75 -4.11 0.073
H 0.97 -1.77 -0.84 0.123
H -0.34 -2.94 -0.53 0.133
H -0.53 -1.21 0.94 0.113
H -1.93 -0.95 -0.19 0.134
H 0.53 0.42 -2.03 0.124
H 0.02 2.02 -1.33 0.127
H -1.90 -0.05 -2.40 0.116
H -1.37 1.39 -3.28 0.131
H -4.20 1.10 -2.58 0.091
H -3.35 2.42 -3.33 0.085
H -4.18 2.78 -1.81 0.088
C 6.42 7.54 2.20 -0.114
O 6.67 7.35 3.57 -0.175
C 6.30 6.09 4.10 -0.210
C 4.83 5.76 4.03 -0.185
O 4.39 5.32 2.76 -0.149
C 4.71 3.98 2.45 -0.212
C 3.58 3.30 1.73 -0.233
O 2.42 3.35 2.50 -0.163
C 1.37 2.62 1.91 -0.100
H 6.52 8.60 1.99 0.087
H 5.44 7.19 1.88 0.080
H 7.17 7.05 1.55 0.090
H 6.64 6.10 5.14 0.127
H 6.90 5.29 3.62 0.126
H 4.25 6.65 4.28 0.137
H 4.62 4.96 4.75 0.127
H 5.01 3.41 3.34 0.128
H 5.63 3.95 1.84 0.127
H 3.96 2.26 1.63 0.129
H 3.43 3.70 0.72 0.131
H 1.58 1.54 1.88 0.087
H 1.19 2.98 0.89 0.087
H 0.46 2.83 2.48 0.081



# 3
67
Properties=species:S:1:pos:R:3:lowdin_charge:R:1 method="wB97M-V/def2-TZVPD" orbital_gap_ha="0.3131 / 0.2376" relative_energy_kcal_mol=0.0 total_charge=+1 spin_multiplicity=6 lumo_ev="-1.88 / -4.45" s2=8.760 e_tot_ha=-3892.887427
Ru 0.01 -1.04 -0.53 1.501
C -3.83 -0.20 -2.55 -0.033
N -3.01 0.30 -1.45 -0.130
C -3.00 -0.55 -0.27 -0.058
C -1.95 1.11 -1.67 -0.387
N -0.88 0.97 -0.89 0.023
C 0.05 2.03 -0.72 -0.229
C -0.26 3.39 -0.85 -0.036
C 0.73 4.35 -0.75 -0.066
C 2.06 3.97 -0.54 -0.069
C 2.36 2.64 -0.33 -0.039
C 1.35 1.68 -0.34 -0.247
N 1.58 0.32 0.00 -0.019
C 2.47 -0.04 0.91 -0.408
N 3.04 -1.27 0.82 -0.140
C 3.08 -1.99 -0.44 -0.049
C 3.22 -2.10 2.01 -0.029
N 2.83 0.72 1.97 -0.131
C 4.16 0.64 2.57 -0.028
C 1.99 1.77 2.51 -0.041
N -2.04 1.99 -2.69 -0.153
C -0.89 2.31 -3.52 -0.023
C -3.27 2.68 -3.02 -0.037
H -3.75 -1.29 -2.59 0.099
H -3.47 0.20 -3.49 0.083
H -4.88 0.07 -2.41 0.101
H -3.98 -1.00 -0.13 0.109
H -2.73 0.01 0.62 0.075
H -2.29 -1.38 -0.43 0.053
H -1.28 3.68 -1.03 0.119
H 0.48 5.39 -0.86 0.111
H 2.84 4.72 -0.52 0.111
H 3.38 2.33 -0.13 0.124
H 3.20 -1.30 -1.27 0.092
H 2.20 -2.62 -0.60 0.066
H 3.93 -2.67 -0.42 0.102
H 2.91 -1.56 2.90 0.088
H 4.26 -2.41 2.12 0.100
H 2.60 -3.00 1.92 0.099
H 4.78 -0.05 2.01 0.093
H 4.10 0.32 3.61 0.100
H 4.61 1.63 2.54 0.101
H 0.97 1.69 2.14 0.057
H 2.37 2.76 2.26 0.096
H 1.97 1.66 3.60 0.104
H -0.05 1.67 -3.27 0.084
H -0.59 3.35 -3.41 0.093
H -1.16 2.13 -4.57 0.106
H -4.01 2.52 -2.24 0.099
H -3.68 2.37 -3.98 0.095
H -3.06 3.75 -3.07 0.098
Cl -3.21 -4.23 5.29 0.713
C -2.35 -3.79 3.88 -0.706
C -1.84 -2.50 3.74 -0.701
Cl -2.07 -1.33 4.98 0.715
C -1.15 -2.16 2.59 -0.579
Cl -0.49 -0.57 2.38 0.764
C -0.93 -3.06 1.55 -0.468
O -0.26 -2.74 0.45 -0.340
C -1.45 -4.35 1.70 -0.613
Cl -1.21 -5.47 0.41 0.741
C -2.15 -4.72 2.85 -0.693
Cl -2.77 -6.30 3.00 0.723
F -1.05 -0.94 -3.37 -0.046
C 0.06 -1.44 -2.72 -0.355
F 1.13 -0.62 -3.09 -0.080
H 0.25 -2.42 -3.16 0.095



# 4
15
Properties=species:S:1:pos:R:3:lowdin_charge:R:1 method="wB97M-V/def2-TZVPD" orbital_gap_ha=0.3763 relative_energy_kcal_mol=83.5 spin_multiplicity=1 lumo_ev=0.80 e_tot_ha=-416.125436 smiles=N[C@@H](O)[C@@H](N)OO
N -0.79 1.42 -0.31 0.083
C -0.74 0.38 0.64 -0.383
O -1.92 -0.54 0.53 -0.066
C 0.31 -0.71 0.49 -0.328
N 0.44 -1.21 -0.84 0.084
O 1.63 -0.04 0.89 -0.146
O 2.01 0.91 -0.10 -0.067
H -0.15 2.16 -0.09 0.087
H -0.59 1.08 -1.25 0.079
H -0.72 0.79 1.66 0.152
H -2.65 -0.01 0.19 0.079
H 0.22 -1.45 1.29 0.154
H -0.37 -1.05 -1.42 0.089
H 0.93 -2.10 -0.86 0.097
H 2.39 0.38 -0.81 0.087